[1]
The following is a quantum chemistry calculation of a molecular structure, C3H3FOSr in a non-equilibrium geometry, from OMol25.

For the orbital gap, the calculation gives 6.86 eV. The calculation puts the HOMO energy at -7.61 eV. The net charge is 0. Its strongest force on any atom is 2.03 eV/A. The calculation puts the lowest unoccupied orbital energy at -0.8 eV.

```
9
Properties=species:S:1:pos:R:3:forces:R:3
F -0.567548 -2.093980 -0.380892 0.0 -0.3 -0.1
O 0.422793 0.745712 1.056007 0.3 0.0 0.4
C -0.136225 -0.957346 0.177312 0.2 0.6 0.1
C 0.154676 -0.574083 1.589939 -0.2 -0.1 0.4
C 0.165227 0.267715 -0.285371 -0.5 -0.4 -0.4
H -0.688520 -0.563495 2.295982 0.2 0.0 -0.1
H 1.043771 -1.013655 2.065172 -0.2 0.1 -0.1
Sr 0.177010 1.615410 -2.498767 1.0 -0.9 1.4
H -0.571183 2.573722 -4.019381 -0.9 1.0 -1.5
```
Forces are in eV/Å.

[2]
The following is a quantum chemistry calculation of a molecular structure, C34H42NO2Pb in a non-equilibrium geometry, from OMol25.

For the orbital gap (spin up / spin down), the calculation gives 5.74 / 5.32 eV. The calculation puts the HOMO energy (spin up / spin down) at -10.73 / -10.75 eV. The energy above the lowest of the compared OMol25 structures with the same formula, charge and spin comes out at 0.0 kJ/mol. The net charge is +1. Its strongest force on any atom is 2.79 eV/A. The calculation puts the lowest unoccupied orbital energy (spin up / spin down) at -5.0 / -5.4 eV.

```
80
Properties=species:S:1:pos:R:3:forces:R:3
C 2.475401 -0.221746 0.777191 0.0 0.1 -0.3
C 2.480035 -0.940105 -0.443300 -0.2 0.5 0.3
C 2.162838 -0.048990 -1.495191 0.1 0.5 0.1
H 2.770491 -1.979125 -0.567054 -0.2 0.2 0.1
C 1.989630 1.251470 -0.936685 0.1 -0.1 -0.2
C 2.174869 1.142375 0.490817 -0.1 0.0 0.0
H 1.888258 2.188820 -1.497471 0.1 -0.5 0.3
C -1.351108 -2.082256 1.149097 -2.5 0.7 -1.0
C -0.213297 -2.761500 0.643950 0.8 -0.9 -2.3
C -0.278366 -2.732291 -0.769537 0.8 -0.6 1.4
H 0.513610 -3.309030 1.235783 -0.1 0.2 -0.2
C -1.438767 -2.019724 -1.153984 -0.2 -0.1 -0.2
C -2.117285 -1.623772 0.047179 0.2 0.0 1.8
H 2.205746 -0.275605 -2.563086 -0.2 0.1 0.4
H 2.238525 1.985631 1.190672 0.0 -0.5 -0.4
H 2.784941 -0.608299 1.750450 -0.3 0.1 -0.3
H -3.121670 -1.200442 0.092031 0.4 -0.1 0.1
H 0.388772 -3.247329 -1.456294 0.0 0.3 0.3
H -1.679318 -2.058039 2.181376 0.2 0.2 -0.2
Pb -0.389049 0.681196 0.034480 1.5 -0.2 -0.2
C -1.939224 -1.741911 -2.552855 0.0 0.1 -0.1
C -3.465726 -1.966848 -2.573774 -0.1 -0.2 -0.1
C -1.231847 -2.653015 -3.566563 -0.1 0.0 0.0
H -3.696283 -2.991851 -2.243497 0.0 0.3 -0.1
H -3.831459 -1.812538 -3.594069 0.0 -0.1 0.4
H -3.984002 -1.254000 -1.915326 0.1 -0.2 -0.2
H -1.391566 -3.710150 -3.310421 0.1 0.3 -0.1
H -0.151305 -2.447987 -3.592781 -0.2 -0.1 0.0
H -1.645951 -2.460565 -4.562817 0.1 -0.1 0.2
C -1.602930 -0.258826 -2.893643 0.1 -0.1 0.3
C -2.102757 0.268549 -4.234176 -0.6 -0.1 -1.0
H -0.508978 -0.132848 -2.848391 -0.2 0.0 0.0
H -2.047710 0.408468 -2.129005 0.0 -0.2 -0.3
O -3.023676 -0.230256 -4.882511 1.0 0.4 0.8
N -1.479509 1.395864 -4.697776 -0.1 0.2 0.5
C -0.325897 2.107259 -4.148814 -0.3 -0.1 -0.2
H -1.916125 1.791357 -5.519436 0.1 -0.2 0.0
C 1.004643 1.537285 -4.603933 0.3 -0.1 -0.2
C 2.188716 2.188822 -4.234616 0.0 -0.3 -0.1
H 2.123246 3.110336 -3.648329 0.1 -0.3 -0.2
C 3.428282 1.666982 -4.608610 -0.2 0.0 -0.1
H 4.343802 2.170878 -4.288950 -0.3 -0.2 -0.2
C 3.486694 0.508358 -5.393912 -0.2 0.0 0.1
H 4.452285 0.110106 -5.702238 -0.2 0.1 0.1
C 2.308613 -0.129946 -5.792020 -0.1 0.3 0.2
H 2.332629 -1.029115 -6.409792 0.1 0.3 0.2
C 1.067329 0.390304 -5.402624 0.2 0.1 0.2
H 0.139753 -0.082830 -5.734113 0.4 0.1 0.1
H -0.368574 2.138506 -3.044074 0.0 -0.1 -0.4
H -0.407000 3.151236 -4.485686 0.0 -0.3 0.1
C -1.817982 2.866769 2.169192 -0.3 -0.1 0.0
C -0.572446 3.004570 3.050273 0.3 -0.1 0.2
C -0.684227 4.362980 3.747899 0.1 0.0 -0.1
C -0.371655 1.855146 4.038972 -0.2 0.8 0.5
C -0.399844 2.062941 5.408789 -0.1 0.3 -1.1
C -0.165968 1.003479 6.285831 0.0 -0.2 0.7
C 0.140911 -0.281708 5.854391 0.1 -0.2 -0.8
C 0.214841 -0.524614 4.490202 0.3 -1.2 0.9
C 0.586407 -1.911728 3.980278 -0.1 0.2 0.0
C 1.952692 -2.368974 4.499922 0.2 0.2 0.0
C -0.462106 -2.941172 4.418228 -0.1 0.1 -0.1
C -0.095344 0.522223 3.569297 -0.1 0.0 -1.5
O -0.128317 0.240335 2.311988 0.0 0.3 1.6
H -2.713693 2.847864 2.802905 0.1 0.1 -0.1
H -1.869648 1.942537 1.573817 0.0 0.3 0.3
H -1.885658 3.740663 1.506970 -0.1 -0.3 0.1
H 0.332714 3.031006 2.410660 -0.3 -0.1 0.1
H -1.593471 4.406546 4.359940 0.2 0.1 -0.1
H 0.178981 4.583920 4.382012 -0.1 0.0 -0.1
H -0.752665 5.141330 2.982354 0.0 0.0 0.2
H -0.606439 3.065497 5.788522 0.1 -0.5 0.0
H -0.216234 1.193245 7.348442 0.0 0.0 0.1
H 0.337024 -1.098277 6.558972 -0.1 0.5 -0.2
H 0.634394 -1.849273 2.885703 0.0 -0.1 0.3
H 1.958654 -2.418935 5.597335 0.1 -0.1 -0.3
H 2.175421 -3.365318 4.098758 0.0 0.2 0.2
H 2.745004 -1.683809 4.180256 0.0 -0.1 0.1
H -1.465737 -2.668312 4.078900 0.1 -0.1 0.1
H -0.203766 -3.924778 4.010719 -0.1 0.1 0.1
H -0.491551 -3.017039 5.512802 0.0 0.0 -0.2
```
Forces are in eV/Å.

[3]
The following is a quantum chemistry calculation of a molecular structure, C15H33NO8S3 in a non-equilibrium geometry, from OMol25.

For the orbital gap, the calculation gives 8.77 eV. The calculation puts the HOMO energy at -8.75 eV. The energy above the lowest of the compared OMol25 structures with the same formula, charge and spin comes out at 101.9 kJ/mol. The net charge is 0. Its strongest force on any atom is 9.85 eV/A. The calculation puts the lowest unoccupied orbital energy at 0.0 eV.

```
60
Properties=species:S:1:pos:R:3:forces:R:3
C 0.532484 -4.287053 0.240131 -0.5 -1.0 2.2
C -0.972722 -4.061214 0.717226 2.1 -1.4 -1.4
O -1.782616 -4.886227 0.482113 -1.4 0.0 0.4
N -1.305329 -2.743291 1.340871 2.1 -2.5 2.4
H -0.801260 -2.023707 0.777396 0.8 2.1 -0.5
H -2.281369 -2.498089 1.282814 -0.9 -0.1 -0.1
C -0.782340 -2.740226 2.799709 -1.4 1.1 2.4
H 1.190190 -4.562528 1.105185 -0.7 0.7 -0.2
H 0.773765 -3.321174 -0.074367 1.2 1.4 -1.0
H 0.815827 -5.132020 -0.446178 -1.4 1.1 0.2
H -1.381146 -3.470592 3.534642 1.3 1.2 -2.2
H -0.970090 -1.704279 3.340528 0.3 -1.8 -1.8
H 0.319351 -2.902164 2.893685 -1.1 -0.1 -0.6
O -0.125287 -0.814645 0.258063 -0.6 -2.6 1.1
H 0.062537 0.016677 -0.079054 0.4 2.1 -1.0
C 3.176998 -1.129560 1.709276 -2.2 -2.0 -0.5
C 2.682848 0.279136 1.752664 -4.2 0.3 -3.4
C 3.747670 1.209224 1.464277 2.3 1.4 -3.4
S 5.019416 0.464160 2.491785 4.2 2.3 -0.7
O 4.818545 0.920070 3.840015 -0.3 -0.1 0.5
O 6.351055 0.704730 1.875344 -2.3 -0.8 1.0
C 4.549373 -1.253562 2.448531 -0.3 0.4 -6.0
H 3.474812 -1.439827 0.686763 -0.9 0.5 0.3
H 2.176383 -1.721597 1.938173 2.6 0.4 0.1
H 2.169267 0.560049 2.653331 0.2 -0.2 0.9
H 1.788079 0.496297 0.974178 1.9 -1.1 1.5
H 3.377624 2.199688 1.668070 0.8 0.6 1.0
H 4.174690 1.421627 0.281621 -1.2 -1.5 3.2
H 4.630433 -1.719011 3.327109 0.1 -1.3 3.7
H 5.195042 -1.811521 1.659971 -0.6 1.1 1.7
C 0.481772 2.255388 -2.878681 -5.7 -1.6 -2.1
C 0.217920 3.210975 -4.037715 -3.8 -2.8 1.9
C 1.344159 3.318729 -4.838670 7.0 -3.2 6.2
S 1.775507 1.569966 -4.907443 6.8 0.2 0.2
O 3.258478 1.486398 -4.568820 -3.7 0.2 -0.9
O 1.301162 0.974054 -6.102490 -0.8 -0.7 -1.2
C 0.919333 1.002911 -3.491351 3.0 -1.3 1.4
H -0.362860 1.919664 -2.254864 -0.4 0.9 -0.3
H 1.058747 2.727925 -2.248576 3.9 1.9 3.2
H 0.004266 4.104194 -3.687358 -1.6 4.4 1.9
H -0.597089 2.915634 -4.703928 -0.4 -0.4 0.4
H 2.201597 3.941497 -4.406899 -0.9 -1.2 -0.4
H 1.058603 3.730607 -5.607208 -2.1 3.6 -8.8
H 1.704978 0.598350 -2.784328 -0.7 -0.2 -1.3
H 0.213981 0.227337 -3.730173 -0.6 0.1 -0.1
C -5.165093 1.602186 1.551331 0.8 0.8 -3.3
C -3.675838 1.770514 1.155908 1.3 4.1 1.6
C -3.474840 1.000654 -0.036011 4.7 -1.7 -1.4
S -4.374351 -0.438476 0.241885 0.3 -2.8 -2.4
O -3.480109 -1.537600 0.593614 -0.9 0.9 0.8
O -5.110117 -0.660069 -0.949744 -1.5 -0.4 -1.1
C -5.387961 0.052625 1.555232 1.5 2.6 3.0
H -5.726995 2.075591 0.634267 0.5 -0.7 2.1
H -5.156953 2.175949 2.442555 -1.5 0.1 1.1
H -3.001042 1.403958 1.965040 -0.6 0.3 -0.3
H -3.321528 2.931367 0.920580 -1.2 -2.8 1.0
H -2.321700 0.478578 -0.028156 -2.8 1.7 -0.7
H -3.753729 1.545189 -0.961603 0.1 -0.9 0.5
H -4.854845 -0.264510 2.458164 0.0 -0.3 0.0
H -6.399680 -0.168956 1.761572 -1.1 -0.9 -1.0
```
Forces are in eV/Å.

[4]
The following is a quantum chemistry calculation of a single C4H8S molecule in a non-equilibrium geometry, from OMol25.

For the orbital gap, the calculation gives 9.50 eV. The calculation puts the HOMO energy at -8.55 eV. Its SMILES is C[C@H]1C[C@H]1S. The energy above the lowest of the compared OMol25 structures with the same formula, charge and spin comes out at 127.4 kJ/mol. The net charge is 0. Its strongest force on any atom is 3.92 eV/A. The calculation puts the lowest unoccupied orbital energy at 1.0 eV.

```
13
Properties=species:S:1:pos:R:3:forces:R:3
C -1.009322 -1.170750 -0.013259 0.2 1.0 2.3
C -0.404094 0.141809 -0.525021 -0.7 1.4 -0.5
C 0.056681 1.273291 0.459631 0.8 -3.8 -0.3
C 1.042921 0.556358 -0.539806 -2.3 1.1 1.3
S 2.386793 -0.408672 -0.018926 -1.5 -1.8 1.9
H -0.632803 -2.141653 -0.390098 -0.2 0.8 -0.2
H -0.765289 -1.132575 1.116454 -0.6 -0.6 -1.5
H -2.122629 -1.085397 -0.080751 1.0 -0.3 0.0
H -0.982994 0.641494 -1.324028 0.4 -0.8 0.1
H -0.181762 2.270725 0.367780 -0.6 1.9 -0.8
H -0.019497 0.965259 1.512120 0.7 -0.1 -0.4
H 1.245506 1.129608 -1.392502 0.5 0.9 -1.0
H 1.386490 -1.039495 0.828406 2.3 0.4 -0.9
```
Forces are in eV/Å.

no.,energy (eV)
1,-8754.8061
2,-46763.8317
3,-66455.8989
4,-15111.0652